Formula: C6H9N
Source: OMol25
Level of theory: ωB97M-V with the def2-TZVPD basis set

Each line ends with the Löwdin charge.
Atoms and positions in Å:
H 1.7191 -1.4239 -0.5598  0.018
H -2.9645 -1.2319 -0.2576  0.072
C -0.3579 1.0036 0.0908  -0.067
H -3.0086 0.5347 -0.4304  0.078
H -1.0377 1.8450 0.2331  0.098
H -0.9948 -2.1514 -0.4615  0.058
C 2.2103 0.5392 0.1045  -0.173
H 1.1490 2.3659 0.3133  0.095
C 0.9563 1.3049 0.1467  -0.095
H 3.0629 1.1494 0.4010  0.084
N -0.3708 -1.3466 -0.3989  0.132
C -2.5327 -0.2940 0.1048  -0.053
H -2.7839 -0.1854 1.1664  0.085
H 3.5048 -1.0833 -0.1363  0.054
C -1.0304 -0.2951 -0.0939  -0.410
C 2.4788 -0.7313 -0.2222  0.022

Computed properties:
* E_LUMO: 0.013 Ha
* energy above the lowest of the compared OMol25 structures with the same formula, charge and spin: 41.2 kcal/mol
* strongest force on any atom: 0.345 eV/Å
* SMILES: [H]/N=C(C)/C=C\C=C
* gap between HOMO and LUMO: 9.1 eV

Formula: C6H9N
Source: OMol25
Level of theory: ωB97M-V with the def2-TZVPD basis set

Each line ends with the Löwdin charge.
Atoms and positions in Å:
H 1.3479 2.2158 0.1017  0.098
H 3.0499 -0.6009 -0.8280  0.074
C 1.0484 0.0814 -0.2981  -0.326
H -1.7691 -0.6290 1.3167  0.087
H -2.6287 -1.4129 -0.0123  0.070
H 2.1011 -1.7100 0.1865  0.075
H -0.1498 -1.6210 -0.6368  0.154
C -1.1975 0.1907 -0.4550  -0.340
H -1.3537 2.3499 -0.1446  0.100
C -0.7295 1.4767 -0.2958  -0.070
N -0.0909 -0.6174 -0.5650  0.068
C -2.2806 -0.4449 0.3598  -0.053
H -3.1212 0.2160 0.5640  0.075
C 2.3182 -0.6532 -0.0183  -0.037
C 0.6842 1.4047 -0.1663  -0.055
H 2.7712 -0.2461 0.8914  0.081

Computed properties:
* E_LUMO: 0.036 Ha
* energy above the lowest of the compared OMol25 structures with the same formula, charge and spin: 18.9 kcal/mol
* strongest force on any atom: 0.458 eV/Å
* SMILES: Cc1ccc(C)[nH]1
* gap between HOMO and LUMO: 8.6 eV

Formula: C6H9N
Source: OMol25
Level of theory: ωB97M-V with the def2-TZVPD basis set

Each line ends with the Löwdin charge.
Atoms and positions in Å:
C -1.8511 0.5541 -0.3495  -0.135
H 1.0943 -1.0702 -1.6330  0.098
C 0.6251 -1.2750 -0.6657  -0.043
H 1.2572 -1.9963 -0.1480  0.094
H -0.3186 1.9150 0.1347  0.125
H -4.0008 -0.1747 -0.2174  0.030
C -2.9858 0.1595 -0.2805  0.119
C -0.4613 0.9844 -0.4174  -0.172
H 0.2731 -0.5091 1.3302  0.148
H 0.6446 1.1093 2.0239  0.039
C 0.5448 -0.0036 0.1011  -0.517
H -0.1721 1.2049 -1.4529  0.135
N 1.8307 0.5900 0.4343  -0.068
H 2.5710 -0.0837 0.2224  0.093
C 1.3232 0.2755 1.7383  -0.030
H -0.3744 -1.6798 -0.8205  0.084

Computed properties:
* E_LUMO: 0.033 Ha
* energy above the lowest of the compared OMol25 structures with the same formula, charge and spin: 137.6 kcal/mol
* strongest force on any atom: 1.907 eV/Å
* gap between HOMO and LUMO: 9.4 eV

Formula: C6H9N
Source: OMol25
Level of theory: ωB97M-V with the def2-TZVPD basis set

Each line ends with the Löwdin charge.
Atoms and positions in Å:
H -1.0339 -1.3275 1.4002  0.059
C -2.4676 0.0360 0.6582  -0.094
C 0.1410 -0.4882 -1.4620  0.069
H -0.7758 0.0877 -1.3923  0.056
C 1.2219 -0.1252 -0.7686  -0.364
H 0.3110 1.4796 0.3341  0.066
C -1.5028 -0.3498 1.4857  -0.093
C 1.3078 1.0792 0.1342  -0.062
H 1.9171 1.8600 -0.3333  0.088
C 2.4302 -0.9056 -0.9021  -0.204
H -1.1263 0.3021 2.2705  0.055
N 3.4163 -1.5041 -1.0079  0.150
H -2.8343 -0.6187 -0.1301  0.052
H 0.1397 -1.3669 -2.0994  0.081
H -2.9247 1.0202 0.7245  0.052
H 1.7804 0.8214 1.0883  0.088

Computed properties:
* E_LUMO: 0.025 Ha
* energy above the lowest of the compared OMol25 structures with the same formula, charge and spin: 46.8 kcal/mol
* strongest force on any atom: 1.087 eV/Å
* SMILES: C=C(C)C#N.C=C
* gap between HOMO and LUMO: 10.7 eV

Formula: C6H9N
Source: OMol25
Level of theory: ωB97M-V with the def2-TZVPD basis set

Each line ends with the Löwdin charge.
Atoms and positions in Å:
H 1.2394 -1.9623 -1.3740  0.083
H 1.6652 1.3662 0.5575  0.074
H 2.8641 0.1196 0.8466  0.083
C 0.9655 -1.0148 -0.9474  0.017
H -2.4549 0.9538 0.3220  0.076
C -0.7908 0.8187 -1.0142  -0.174
C 0.8528 -0.5957 0.7312  -0.395
C 0.1111 -0.1245 -1.2798  -0.114
H -2.8948 0.9490 -1.3840  0.069
H 1.8202 0.6417 2.1665  0.078
C -2.2145 0.5143 -0.6524  -0.103
C 1.8582 0.4443 1.0976  -0.060
H -0.5566 1.8457 -1.2614  0.098
H -0.3210 -2.0756 1.2316  0.058
H -2.4228 -0.5511 -0.6020  0.073
N 0.2791 -1.3292 1.5622  0.136

Computed properties:
* E_LUMO: 0.037 Ha
* energy above the lowest of the compared OMol25 structures with the same formula, charge and spin: 83.3 kcal/mol
* strongest force on any atom: 4.625 eV/Å
* SMILES: [H]/N=C(/C)C=C=CC
* gap between HOMO and LUMO: 9.4 eV

Formula: C6H9N
Source: OMol25
Level of theory: ωB97M-V with the def2-TZVPD basis set

Each line ends with the Löwdin charge.
Atoms and positions in Å:
H -1.0682 2.4826 0.7292  0.079
H -1.9538 -0.0990 -1.6637  0.096
C 0.2006 -0.2610 0.7646  -0.324
C -0.6005 0.5187 -0.0436  -0.270
H -1.1758 -2.6247 -0.9553  0.103
N -0.1429 -1.5944 0.5821  0.014
H 0.4774 -2.3409 0.8746  0.147
C -0.8689 -1.6683 -0.5698  -0.115
H 1.7798 -0.8822 -0.2339  0.121
C 1.6793 -0.1690 0.6812  -0.048
C -0.5857 2.0184 -0.1404  -0.044
H -1.1102 2.3691 -1.0363  0.075
H 2.1461 -0.6229 1.5605  0.069
H 2.0560 0.8608 0.5217  0.079
C -1.2743 -0.3908 -0.8871  -0.052
H 0.4412 2.4037 -0.1838  0.070

Computed properties:
* E_LUMO: 0.039 Ha
* energy above the lowest of the compared OMol25 structures with the same formula, charge and spin: 36.3 kcal/mol
* strongest force on any atom: 2.230 eV/Å
* SMILES: Cc1cc[nH]c1C
* gap between HOMO and LUMO: 8.7 eV

Formula: C6H9N
Source: OMol25
Level of theory: ωB97M-V with the def2-TZVPD basis set

Each line ends with the Löwdin charge.
Atoms and positions in Å:
H 1.8628 -0.8935 -1.7651  0.087
C 0.4139 -0.9276 -0.2662  -0.230
H 1.9848 -2.3274 -0.7450  0.078
H -1.2963 2.5321 0.1433  0.081
H 0.4671 2.3043 0.1800  0.085
C 1.2757 -1.6561 -1.2356  -0.048
H -0.4197 2.4990 1.6984  0.075
C -0.9268 -0.2377 -0.4989  -0.180
C 0.6287 -0.3142 0.9034  0.030
H -1.3357 0.0809 -1.4516  0.136
N -1.8261 -0.1821 0.6694  0.100
H 0.6975 -2.2004 -1.9860  0.076
H 1.3988 -0.3580 1.6652  0.100
C -0.4742 2.0687 0.6937  -0.025
H -1.7747 -1.0157 1.2530  0.100
C -0.6039 0.5786 0.7014  -0.466

Computed properties:
* E_LUMO: 0.037 Ha
* energy above the lowest of the compared OMol25 structures with the same formula, charge and spin: 76.6 kcal/mol
* strongest force on any atom: 0.463 eV/Å
* SMILES: CC1=C[C@]2(C)N[C@H]12
* gap between HOMO and LUMO: 9.2 eV

Formula: C6H9N
Source: OMol25
Level of theory: ωB97M-V with the def2-TZVPD basis set

Each line ends with the Löwdin charge.
Atoms and positions in Å:
H -1.4327 1.6432 -1.0771  0.108
H 2.5108 0.6609 -1.0545  0.054
C 2.2848 -0.0159 -0.2429  -0.010
C -0.7351 1.2061 -0.3558  -0.116
H -1.7224 -1.6555 -0.2194  0.125
C -1.4646 0.4030 0.7493  -0.123
H 3.0230 -0.3139 0.4896  0.057
C -0.1348 -0.0946 -0.9087  -0.196
N 1.0732 -0.5231 -0.1680  -0.181
H -2.5478 0.5528 0.7736  0.097
H -0.0083 1.9646 -0.0505  0.104
H -0.0663 -0.2752 -1.9833  0.152
C 0.3732 -1.3920 0.5886  -0.065
C -0.9634 -0.9352 0.0962  -0.214
H 0.7322 -1.8193 1.5195  0.102
H -1.0632 0.5487 1.7561  0.104

Computed properties:
* E_LUMO: 0.042 Ha
* energy above the lowest of the compared OMol25 structures with the same formula, charge and spin: 88.8 kcal/mol
* strongest force on any atom: 0.307 eV/Å
* gap between HOMO and LUMO: 7.7 eV